#i
Entry from the OMol25 dataset: C2H2N4 in the gas phase (ωB97M-V with the def2-TZVPD basis set).

Properties
- Kohn-Sham gap: 8.52 eV
- SMILES: c1nncnn1
- LUMO: -1.05 eV

ORCA input file:
```
! RIJCOSX wB97M-V def2-TZVPD def2/J DEFGRID3
* xyz 0 1
C -0.4626 -0.2327 1.1466
C 0.5963 0.1589 -1.1153
H -0.7308 -0.8144 2.1780
H 1.0110 0.4207 -2.1138
N -1.0494 -0.7665 -0.0537
N -0.3424 -0.6654 -1.0595
N 0.6687 1.0921 -0.1459
N 0.3092 0.8074 1.1635
*
```

=====

#ii
Entry from the OMol25 dataset: C2H2N4 in the gas phase (ωB97M-V with the def2-TZVPD basis set).

Properties
- Kohn-Sham gap: 9.57 eV
- LUMO: 0.54 eV

ORCA input file:
```
! RIJCOSX wB97M-V def2-TZVPD def2/J DEFGRID3
* xyz 0 1
C -1.6740 -0.2119 -0.1016
N -1.0515 0.8212 -0.1704
N -0.1750 1.6963 -0.1037
N 1.0995 1.0618 -0.4329
C 1.1683 -0.0764 0.0351
N 1.0949 -1.2294 0.4431
H -2.1675 -0.7259 -0.9164
H 1.7053 -1.3356 1.2468
*
```

=====

Of them, #i has the highest stability.

=====

#i
Entry from the OMol25 dataset: C5H11NSi in the gas phase (ωB97M-V with the def2-TZVPD basis set).

Properties
- Kohn-Sham gap (alpha / beta): 8.94 / 5.48 eV
- LUMO (alpha / beta): 0.50 / -0.08 eV

ORCA input file:
```
! RIJCOSX wB97M-V def2-TZVPD def2/J DEFGRID3
* xyz 0 1
C -3.7214 -0.4777 0.1190
C -2.6510 -0.0058 -0.5738
C 2.5469 -0.0475 -0.1395
C 1.5672 1.1460 0.0912
C 2.0623 -1.4393 0.0540
N 0.2300 1.0141 -0.3602
Si -1.0330 0.2510 0.3203
H -4.6555 -0.7740 -0.3977
H -3.8226 -0.6651 1.2135
H -2.6453 -0.2041 -1.6522
H 2.8550 -0.2010 -1.2108
H 3.4269 0.3486 0.4736
H 1.6781 1.1668 1.1752
H 1.8838 2.1209 -0.2612
H 1.0454 -1.5686 -0.3421
H 2.0917 -1.8894 1.0678
H 0.3241 1.0764 -1.4400
H -1.1825 0.1486 1.8627
*
```

=====

#ii
Entry from the OMol25 dataset: 2 unconnected molecules or ions with the total composition C5H11NSi (ωB97M-V with the def2-TZVPD basis set).

Properties
- Kohn-Sham gap (alpha / beta): 9.93 / 4.37 eV
- LUMO (alpha / beta): 0.59 / -1.46 eV

ORCA input file:
```
! RIJCOSX wB97M-V def2-TZVPD def2/J DEFGRID3
* xyz 0 1
C 0.0890 0.5804 1.4390
C 1.6014 0.5606 3.4677
C 0.8205 -1.2438 -2.4167
C -2.1496 0.4371 -2.1896
C 0.5066 1.1689 2.6114
N -0.4784 0.0920 0.5231
Si -1.0513 -1.0861 -2.0436
H 2.6462 0.7342 2.9826
H 1.7828 0.9277 4.5133
H 1.5142 -0.5826 3.5819
H 0.8393 -2.2189 -2.9698
H 0.9803 -0.4669 -3.2260
H 1.6140 -1.2063 -1.6676
H -2.2056 0.8161 -3.1998
H -3.1555 0.1549 -1.9533
H -1.7353 1.3006 -1.6777
H -0.0875 1.9118 3.1381
H -1.5312 -1.8798 -0.9131
*
```

=====

#iii
Entry from the OMol25 dataset: 2 unconnected molecules or ions with the total composition C5H11NSi (ωB97M-V with the def2-TZVPD basis set).

Properties
- Kohn-Sham gap (alpha / beta): 7.18 / 7.39 eV
- LUMO (alpha / beta): -0.49 / -0.15 eV

ORCA input file:
```
! RIJCOSX wB97M-V def2-TZVPD def2/J DEFGRID3
* xyz 0 1
C -3.3153 -0.1803 -0.1297
C 0.2994 -0.8637 1.4971
C -0.0561 -1.2145 -1.1048
C 1.0852 0.8678 -0.1595
C 0.1107 -0.3048 0.1238
N -3.5989 -1.2765 -0.3618
Si -2.3313 1.3376 -0.0395
H 0.2196 -0.1551 2.2838
H -0.4080 -1.6881 1.4587
H 1.3561 -1.2675 1.4557
H 0.0627 -0.8458 -2.2098
H -1.0579 -1.6746 -1.0622
H 0.6816 -2.0218 -1.0144
H 0.8788 1.4403 -0.9971
H 1.0775 1.3784 0.7307
H 2.0195 0.4381 -0.4307
H -2.2595 2.2675 -1.0610
H -2.4362 1.8946 1.3930
*
```

=====

Of them, #iii has the highest stability.

=====

#i
Entry from the OMol25 dataset: a gas-phase ion, C3H9N4 (charge +1) (ωB97M-V with the def2-TZVPD basis set).

Properties
- Kohn-Sham gap: 9.43 eV
- LUMO: -3.52 eV

ORCA input file:
```
! RIJCOSX wB97M-V def2-TZVPD def2/J DEFGRID3
* xyz 1 1
C -0.0908 -0.0467 1.4210
C -0.4784 -1.7670 -0.1349
C 0.5098 -0.7984 -1.1176
N -0.5859 -1.0082 0.9835
N 0.8293 0.4961 -0.6185
N 0.0011 0.8437 2.3166
N -0.1131 1.5068 -1.0398
H -1.3710 -2.0050 -0.6410
H 0.0776 -2.7094 0.1423
H 1.4329 -1.2320 -1.4393
H 0.0341 -0.6869 -2.1574
H -0.1778 0.5505 3.3278
H 0.8386 1.4620 2.3558
H -0.5772 1.2347 -2.0094
H 0.5202 2.3556 -1.0213
H -0.8494 1.8043 -0.3678
*
```

=====

#ii
Entry from the OMol25 dataset: a gas-phase ion, C3H9N4 (charge +1) (ωB97M-V with the def2-TZVPD basis set).

Properties
- Kohn-Sham gap: 9.81 eV
- SMILES: [H]/N=N/C(NC)=[NH+]/C
- LUMO: -4.91 eV

ORCA input file:
```
! RIJCOSX wB97M-V def2-TZVPD def2/J DEFGRID3
* xyz 1 1
C -0.0987 0.4587 0.2473
C -1.0482 -1.2535 1.6503
C 0.9074 0.3597 -1.9519
N 0.5131 2.4137 1.1466
N -0.1059 1.4200 1.4829
N -0.5246 -0.7617 0.4119
N 0.6249 0.9746 -0.7118
H -0.4529 -1.8345 2.3084
H -1.4662 -0.4453 2.1597
H -1.9714 -1.7224 1.4831
H 1.9230 -0.1484 -1.6753
H 1.0026 0.8960 -2.8255
H 0.1507 -0.5482 -2.1959
H 0.5966 2.9796 2.0024
H -0.0767 -1.3191 -0.2901
H 0.8052 1.9351 -0.6370
*
```

=====

Of them, #ii has the highest stability.

=====

#i
Entry from the OMol25 dataset: 2 unconnected molecules or ions with the total composition C3H9N4 (ωB97M-V with the def2-TZVPD basis set).

Properties
- Kohn-Sham gap (alpha / beta): 8.07 / 8.07 eV
- LUMO (alpha / beta): -4.92 / -4.92 eV

ORCA input file:
```
! RIJCOSX wB97M-V def2-TZVPD def2/J DEFGRID3
* xyz 1 1
C 0.9480 -0.8403 -0.4089
C -1.0606 -0.3507 0.6563
C 0.6868 -2.2411 -0.4324
N -3.3269 0.0547 1.1365
N -2.2505 -0.3144 0.6818
N 0.0801 -0.0065 0.0586
N 1.0976 2.6408 -0.0888
H 1.7823 -0.4183 -1.0503
H 0.9554 3.4824 0.4957
H 1.5860 -2.8382 -0.4391
H 0.1257 -2.5967 -1.2285
H 0.1313 -2.3232 0.5195
H -4.0485 -0.5958 0.9173
H 0.8945 2.9792 -0.9753
H 0.3295 1.0316 0.0497
H 2.0694 2.3364 0.1078
*
```

=====

#ii
Entry from the OMol25 dataset: 2 unconnected molecules or ions with the total composition C3H9N4 (ωB97M-V with the def2-TZVPD basis set).

Properties
- Kohn-Sham gap: 8.67 eV
- LUMO: -5.87 eV

ORCA input file:
```
! RIJCOSX wB97M-V def2-TZVPD def2/J DEFGRID3
* xyz 1 1
C 1.5107 -0.7709 -0.4603
C 1.9167 -0.4118 0.8941
C -2.2005 1.5254 -0.1053
N -1.8783 -0.8350 0.1142
N -2.0357 -1.9757 0.3931
N 0.3247 -0.7662 -0.8179
N -2.4119 0.1414 -0.1935
H 2.3140 -1.0937 -1.0689
H 1.1249 0.1423 1.4407
H 2.7238 0.4719 0.6920
H 2.3594 -1.1399 1.4090
H -2.7217 1.9101 -0.9048
H -1.2239 1.7982 0.0034
H -2.7809 1.8791 0.6927
H -1.2306 -2.5309 0.1368
H 0.1256 -1.2273 -1.7342
*
```

=====

Of them, #i has the highest stability.

=====

#i
Entry from the OMol25 dataset: a gas-phase ion, C3H9N4 (charge +1) (ωB97M-V with the def2-TZVPD basis set).

Properties
- Kohn-Sham gap: 10.97 eV
- SMILES: [H]/N=C1/NC[N@@H+](C)N1
- LUMO: -3.23 eV

ORCA input file:
```
! RIJCOSX wB97M-V def2-TZVPD def2/J DEFGRID3
* xyz 1 1
C -1.4938 0.4975 -0.2065
C 0.7579 0.9088 -0.6227
C 1.1828 -0.8909 1.0201
N -2.6966 0.6202 -0.0772
N -0.4779 1.3683 -0.0571
N -0.6277 -0.9132 -0.6291
N 0.7109 -0.5659 -0.3490
H 0.8118 1.0539 -1.7141
H 1.6210 1.3724 -0.1399
H 0.5798 -0.3455 1.7465
H 1.0822 -1.9609 1.1969
H 2.2279 -0.6114 1.1308
H -3.3586 -0.1291 -0.1717
H -0.6832 2.3556 -0.0181
H -0.9592 -1.7031 -0.0890
H 1.3228 -1.0569 -1.0198
*
```

=====

#ii
Entry from the OMol25 dataset: a gas-phase ion, C3H9N4 (charge +1) (ωB97M-V with the def2-TZVPD basis set).

Properties
- Kohn-Sham gap: 9.89 eV
- SMILES: NC[N+]1=NNCC1
- LUMO: -4.22 eV

ORCA input file:
```
! RIJCOSX wB97M-V def2-TZVPD def2/J DEFGRID3
* xyz 1 1
C 0.2835 1.7453 -0.9876
C 0.9314 0.6188 -0.1554
C -0.0129 -1.6500 0.5753
N -0.8568 0.9606 -1.5548
N -0.2939 -1.0326 1.8694
N 0.0563 -0.5529 -0.3860
N -0.9187 -0.2272 -1.0822
H -0.2446 2.4916 -0.3177
H 0.9238 2.1940 -1.6150
H 1.9352 0.4216 -0.4504
H 0.9517 0.8601 0.9343
H 0.9381 -2.3274 0.6782
H -0.7345 -2.4092 0.1600
H -1.5184 1.2126 -2.3792
H -0.1472 -1.6294 2.7683
H -1.2930 -0.6757 1.9429
*
```

=====

Of them, #i has the highest stability.

=====

#i
Entry from the OMol25 dataset: 2 unconnected molecules or ions with the total composition C3H9N4 (ωB97M-V with the def2-TZVPD basis set).

Properties
- Kohn-Sham gap: 8.57 eV
- LUMO: -4.69 eV

ORCA input file:
```
! RIJCOSX wB97M-V def2-TZVPD def2/J DEFGRID3
* xyz 1 1
C 0.9312 2.7956 -0.6494
C 1.0932 -1.8320 -1.0128
C -1.2193 -0.5357 1.7161
N 1.0352 1.5490 -0.8838
N 0.7945 -0.6456 -1.2459
N -1.1820 -0.5691 0.1999
N 1.1262 0.5431 -1.4740
H -0.1084 3.1690 -0.7712
H 1.7433 3.2678 -0.3189
H 2.0992 -1.9635 -0.7817
H 0.5141 -2.6733 -1.0766
H -0.7371 0.3075 2.1542
H -2.1369 -0.7532 2.2328
H -0.5662 -1.4014 2.1892
H -1.5417 -1.4053 -0.2208
H -1.8452 0.1471 -0.0570
*
```

=====

#ii
Entry from the OMol25 dataset: a gas-phase ion, C3H9N4 (charge +1) (ωB97M-V with the def2-TZVPD basis set).

Properties
- Kohn-Sham gap: 10.00 eV
- SMILES: N/C=[NH+]\[C@H]1N[C@H]1N
- LUMO: -3.24 eV

ORCA input file:
```
! RIJCOSX wB97M-V def2-TZVPD def2/J DEFGRID3
* xyz 1 1
C 1.7966 -0.6280 0.0239
C -1.6269 0.1753 0.2281
C -0.3364 0.1704 1.0023
N 2.1857 0.4826 -0.5496
N 0.6979 -0.7910 0.7182
N -1.8693 -0.8078 -0.7471
N -0.5801 1.1716 -0.0017
H 2.4399 -1.4982 -0.0602
H -2.5149 0.4683 0.7791
H -0.3772 0.4123 2.0635
H 3.0339 0.5276 -1.0917
H 0.5260 -1.7081 1.1176
H -2.7694 -0.7027 -1.1943
H -1.1372 -0.8658 -1.4448
H 1.5434 1.2733 -0.5580
H -0.7618 2.1130 0.3253
*
```

=====

Of them, #ii has the highest stability.